Formula: C19H24FN5O
Source: the Open Molecules 2025 dataset
Level of theory: the ωB97M-V functional and the def2-TZVPD basis

Cartesian coordinates (Å):
1 C 3.231 -0.691 4.682
2 C 2.578 0.485 4.006
3 N 2.819 1.774 4.495
4 C 2.120 2.570 3.717
5 N 1.438 1.853 2.722
6 C 1.740 0.522 2.944
7 C 1.246 -0.678 2.285
8 O 1.993 -1.615 1.996
9 C -0.293 -0.845 1.990
10 N -0.827 -0.229 0.717
11 C -2.289 -0.232 0.519
12 C -2.836 -1.620 0.114
13 N -2.008 -2.262 -0.926
14 C -2.637 -2.719 -2.111
15 C -3.753 -3.536 -2.017
16 C -4.394 -3.952 -3.178
17 C -3.879 -3.555 -4.419
18 F -4.489 -3.870 -5.588
19 C -2.718 -2.793 -4.431
20 N -2.122 -2.370 -3.306
21 C -0.554 -2.131 -0.873
22 C -0.126 -0.697 -0.510
23 C 0.524 2.474 1.710
24 C 0.700 3.979 1.650
25 C 0.744 4.571 3.054
26 C 1.940 4.044 3.882
27 H 2.655 -1.012 5.543
28 H 3.382 -1.498 3.996
29 H 4.201 -0.339 5.046
30 H -0.541 -1.908 1.992
31 H -0.804 -0.347 2.809
32 H -2.530 0.467 -0.258
33 H -2.870 0.093 1.406
34 H -2.905 -2.258 1.007
35 H -3.883 -1.476 -0.207
36 H -4.090 -3.821 -1.005
37 H -5.326 -4.521 -3.182
38 H -2.308 -2.540 -5.444
39 H -0.206 -2.798 -0.109
40 H -0.117 -2.400 -1.830
41 H -0.424 -0.010 -1.338
42 H 0.947 -0.661 -0.467
43 H -0.486 2.249 2.042
44 H 0.721 2.019 0.732
45 H 1.647 4.213 1.134
46 H -0.143 4.435 1.064
47 H 0.800 5.647 3.038
48 H -0.141 4.320 3.576
49 H 1.796 4.269 4.935
50 H 2.860 4.481 3.518

The LUMO energy comes out at 0.022 Ha. The orbital gap is 8.4049 eV. The spin multiplicity is 1. The total energy is -32307.2624 eV. The energy relative to the best compared isomer or geometry (same formula, charge and spin) is 0.2476 eV. The calculation puts the highest occupied orbital energy at -7.816 eV.

---

Formula: C19H24N2O2S2
Source: the Open Molecules 2025 dataset
Level of theory: the ωB97M-V functional and the def2-TZVPD basis

Cartesian coordinates (Å):
1 C 5.716 1.524 -0.711
2 O 4.844 2.330 -0.095
3 C 3.614 1.756 0.146
4 C 2.789 1.503 -0.899
5 C 1.454 0.881 -0.784
6 C 0.997 0.617 0.493
7 C 1.823 0.963 1.568
8 C 3.145 1.488 1.452
9 O 3.957 1.698 2.576
10 C 3.487 2.817 3.277
11 C -0.354 0.078 0.896
12 C -0.269 -1.192 1.671
13 C -0.789 -1.463 2.923
14 C -0.621 -2.868 3.286
15 C 0.359 -3.453 2.562
16 S 0.786 -2.444 1.112
17 N -1.071 -0.148 -0.423
18 C -2.499 -0.238 -0.398
19 S -3.418 0.287 0.797
20 N -3.213 -0.502 -1.545
21 C -4.581 -1.151 -1.651
22 C -4.512 -2.277 -2.566
23 C -5.383 0.029 -2.454
24 C -0.299 -0.481 -1.655
25 C 0.570 0.737 -1.877
26 H 6.379 1.239 0.091
27 H 5.432 0.538 -1.107
28 H 6.314 2.032 -1.501
29 H 3.213 1.513 -1.916
30 H 1.403 0.791 2.588
31 H 2.441 2.801 3.580
32 H 4.164 2.948 4.134
33 H 3.544 3.656 2.618
34 H -0.858 0.931 1.258
35 H -1.388 -0.839 3.544
36 H -0.974 -3.205 4.266
37 H 0.925 -4.277 2.903
38 H -2.561 -0.678 -2.329
39 H -4.952 -1.448 -0.671
40 H -4.355 -3.194 -1.994
41 H -3.685 -2.277 -3.244
42 H -5.514 -2.518 -3.201
43 H -4.979 1.008 -2.160
44 H -6.345 -0.003 -2.344
45 H -5.158 -0.071 -3.473
46 H -0.928 -0.502 -2.531
47 H 0.182 -1.379 -1.515
48 H 0.031 1.708 -1.952
49 H 1.139 0.732 -2.744

The LUMO energy comes out at 0.018 Ha. The orbital gap is 8.3087 eV. The spin multiplicity is 1. The total energy is -48833.5860 eV. The energy relative to the best compared isomer or geometry (same formula, charge and spin) is 3.3274 eV. The calculation puts the highest occupied orbital energy at -7.809 eV.

---

Formula: C19H24N2O3S
Source: the Open Molecules 2025 dataset
Level of theory: the ωB97M-V functional and the def2-TZVPD basis

Cartesian coordinates (Å):
1 C -5.311 -0.582 -0.585
2 O -4.472 -0.714 0.537
3 C -3.308 -0.008 0.576
4 C -2.537 -0.176 1.725
5 C -1.328 0.479 1.841
6 C -0.877 1.326 0.840
7 C 0.445 2.015 0.974
8 O 0.569 3.190 1.211
9 C 1.611 1.084 0.735
10 C 2.812 1.349 1.640
11 C 3.934 0.392 1.252
12 C 4.282 0.571 -0.230
13 N 3.157 0.464 -1.134
14 C 2.819 -0.837 -1.673
15 C 1.893 -1.698 -0.866
16 C 2.182 -2.601 0.109
17 N 1.122 -3.227 0.674
18 C 0.004 -2.856 0.170
19 C -1.326 -3.370 0.565
20 S 0.167 -1.645 -1.096
21 C 2.052 1.295 -0.738
22 C -1.651 1.499 -0.312
23 O -1.119 2.309 -1.266
24 C -1.851 2.554 -2.441
25 C -2.861 0.826 -0.443
26 H -5.650 0.450 -0.715
27 H -4.815 -0.923 -1.500
28 H -6.171 -1.219 -0.384
29 H -2.905 -0.817 2.510
30 H -0.729 0.346 2.729
31 H 1.278 0.051 0.871
32 H 2.532 1.203 2.686
33 H 3.134 2.385 1.518
34 H 3.613 -0.635 1.437
35 H 4.824 0.583 1.854
36 H 5.044 -0.151 -0.533
37 H 4.697 1.578 -0.368
38 H 3.753 -1.383 -1.834
39 H 2.353 -0.665 -2.652
40 H 3.171 -2.855 0.448
41 H -1.788 -3.900 -0.267
42 H -1.981 -2.549 0.851
43 H -1.208 -4.053 1.402
44 H 1.211 1.114 -1.411
45 H 2.356 2.342 -0.844
46 H -2.818 3.019 -2.225
47 H -2.006 1.635 -3.017
48 H -1.244 3.245 -3.024
49 H -3.450 0.952 -1.335

The LUMO energy comes out at 0.016 Ha. The orbital gap is 8.5256 eV. The spin multiplicity is 1. The total energy is -40049.7014 eV. The energy relative to the best compared isomer or geometry (same formula, charge and spin) is 1.7622 eV. The calculation puts the highest occupied orbital energy at -8.099 eV.

---

Formula: C19H24N2O4S
Source: the Open Molecules 2025 dataset
Level of theory: the ωB97M-V functional and the def2-TZVPD basis

Cartesian coordinates (Å):
1 C 2.191 1.004 -1.796
2 C 1.291 2.164 -2.194
3 O -0.028 1.989 -1.667
4 C -0.250 2.377 -0.419
5 O 0.536 2.963 0.280
6 C -1.659 1.978 0.027
7 N -1.998 0.637 -0.388
8 C -3.052 0.499 -1.374
9 C -4.354 1.001 -0.847
10 S -4.763 0.745 0.820
11 C -6.270 1.543 0.603
12 C -6.442 1.969 -0.672
13 C -5.342 1.665 -1.516
14 C -5.292 2.024 -2.966
15 C -1.154 -0.439 -0.199
16 O -1.324 -1.488 -0.786
17 N -0.156 -0.213 0.712
18 C 0.964 -1.010 0.977
19 C 1.916 -0.508 1.858
20 C 3.063 -1.222 2.155
21 C 3.281 -2.463 1.567
22 O 4.370 -3.253 1.780
23 C 5.367 -2.813 2.677
24 C 6.445 -3.885 2.733
25 C 2.325 -2.963 0.681
26 C 1.182 -2.253 0.388
27 H 2.360 1.005 -0.721
28 H 1.731 0.058 -2.073
29 H 3.148 1.096 -2.301
30 H 1.157 2.206 -3.277
31 H 1.696 3.112 -1.828
32 H -2.371 2.665 -0.438
33 H -1.738 2.110 1.113
34 H -2.790 1.035 -2.295
35 H -3.110 -0.570 -1.607
36 H -6.935 1.645 1.437
37 H -7.320 2.489 -1.013
38 H -6.131 2.666 -3.221
39 H -4.367 2.546 -3.208
40 H -5.341 1.128 -3.584
41 H -0.175 0.642 1.246
42 H 1.764 0.460 2.316
43 H 3.776 -0.796 2.844
44 H 4.936 -2.658 3.676
45 H 5.797 -1.862 2.330
46 H 6.865 -4.039 1.743
47 H 7.234 -3.582 3.415
48 H 6.016 -4.823 3.076
49 H 2.502 -3.927 0.230
50 H 0.451 -2.652 -0.294

The LUMO energy comes out at 0.025 Ha. The orbital gap is 8.4752 eV. The spin multiplicity is 1. The total energy is -42098.8207 eV. The energy relative to the best compared isomer or geometry (same formula, charge and spin) is 0.7246 eV. The calculation puts the highest occupied orbital energy at -7.801 eV.